The following is a quantum chemistry calculation of a molecular structure, AgH12O6 at a distorted geometry, from OMol25.

Properties
total charge	+1
electronic energy	-16472.7869	eV
Kohn-Sham gap	0.3483	Ha
highest occupied orbital energy	-12.9	eV
energy above the lowest of the compared OMol25 structures with the same formula, charge and spin	0.392	eV

Last column: natural (NBO) charge in e.
Cartesian coordinates (Å):
Ag1 -0.96378 12.20256 -2.03958  0.901
O1 -1.91460 14.05281 -1.00666  -0.950
H1 -2.36895 14.57422 -1.63806  0.473
H2 -1.56632 14.79350 -0.49175  0.488
O2 -2.38874 13.12031 -3.71042  -0.960
H3 -1.92951 13.92369 -3.99531  0.492
H4 -3.30106 13.40364 -3.47532  0.487
O3 0.79267 12.54707 -0.48082  -0.976
H5 1.19011 11.67593 -0.24648  0.492
H6 0.71079 12.96467 0.39892  0.498
O4 -0.06819 9.90061 -1.72486  -0.963
H7 0.02412 9.12542 -1.18398  0.500
H8 0.79276 10.07033 -2.12113  0.473
O5 0.77171 12.70939 -3.58009  -0.948
H9 1.34426 13.29897 -3.08616  0.496
H10 1.20966 11.87862 -3.60764  0.478
O6 -2.99286 11.11079 -1.36433  -0.959
H11 -3.94008 11.44872 -1.38858  0.490
H12 -3.08404 10.45815 -2.10460  0.487


The following is a quantum chemistry calculation of a molecular structure, AgH32O20P at a distorted geometry, from OMol25.

Properties
total charge	-2
electronic energy	-54763.9186	eV
Kohn-Sham gap	0.3389	Ha
highest occupied orbital energy	-4.4	eV
energy above the lowest of the compared OMol25 structures with the same formula, charge and spin	0.000	eV

Last column: natural (NBO) charge in e.
Cartesian coordinates (Å):
Ag1 2.13159 0.68227 -2.33321  0.911
P1 0.13017 0.17505 -0.24817  2.706
O1 -0.22252 0.22828 -1.68008  -1.270
O2 0.68833 -1.20391 0.21211  -1.192
O3 -0.93889 0.80609 0.57302  -1.225
O4 1.25715 1.07262 -0.18387  -1.280
O5 -0.45680 -2.06472 2.19079  -1.008
H1 0.00721 -1.70905 1.38366  0.484
H2 -1.34237 -2.24559 1.93304  0.454
O6 -2.53682 2.57805 -0.06435  -1.034
H3 -1.88631 1.83641 0.14303  0.499
H4 -2.84476 3.09469 0.67111  0.467
O7 -2.91962 -0.31193 1.58058  -1.009
H5 -2.14613 0.10483 1.18784  0.503
H6 -3.15576 0.11147 2.41096  0.463
O8 2.77788 -1.48247 -1.03174  -1.022
H7 1.97609 -1.36079 -0.50557  0.492
H8 3.36866 -2.13039 -0.63728  0.479
O9 -2.71427 0.24515 -2.43651  -1.013
H9 -3.05253 1.11870 -2.32614  0.479
H10 -1.74733 0.18519 -2.21332  0.504
O10 0.47714 -4.68535 1.69005  -0.992
H11 0.36904 -4.31462 2.55371  0.476
H12 0.40595 -4.03950 1.00216  0.497
O11 1.35263 2.92586 -1.72985  -1.014
H13 0.49307 3.32265 -1.86372  0.474
H14 1.15208 2.29210 -1.03268  0.486
O12 1.72140 1.51151 2.36583  -0.996
H15 0.86072 1.75561 2.65344  0.480
H16 1.61726 1.37300 1.41192  0.486
O13 -2.70566 -2.01529 -0.56165  -0.997
H17 -2.78879 -1.60985 0.29387  0.488
H18 -2.69241 -1.24322 -1.14183  0.501
O14 -1.33931 2.04976 2.75137  -0.985
H19 -1.16989 1.58181 1.91157  0.496
H20 -1.77934 1.41453 3.28362  0.447
O15 0.34893 0.88948 -3.97498  -1.008
H21 0.48941 1.86076 -3.88027  0.462
H22 -0.02036 0.60375 -3.06914  0.502
O16 2.34220 -1.20499 2.06695  -1.009
H23 1.74393 -1.16881 1.29499  0.469
H24 2.02465 -0.42297 2.48612  0.477
O17 0.32592 3.63865 0.89721  -0.951
H25 1.22435 3.84332 0.76303  0.473
H26 0.15974 2.73912 0.79327  0.474
O18 -0.25287 -3.38312 -0.64760  -1.012
H27 0.24104 -2.63797 -0.24753  0.494
H28 -1.15059 -3.08025 -0.61144  0.503
O19 0.02695 -2.16540 -3.01361  -1.027
H29 -0.21345 -1.32141 -2.57889  0.478
H30 0.13946 -2.86882 -2.29681  0.498
O20 3.54718 1.86455 -0.28326  -1.010
H31 2.61878 1.53472 -0.22709  0.482
H32 4.05789 1.23046 0.31533  0.471


The following is a quantum chemistry calculation of a molecular structure, AgN6O18 at a distorted geometry, from OMol25.

Properties
total charge	-4
spin multiplicity	2
electronic energy	-49761.6830	eV
<S²>	0.76
Kohn-Sham gap (alpha / beta)	0.1592 / 0.0846	Ha
highest occupied orbital energy (alpha / beta)	4.3 / 4.3	eV
energy above the lowest of the compared OMol25 structures with the same formula, charge and spin	2.569	eV

Last column: Löwdin spin population.
Cartesian coordinates (Å):
Ag1 2.54384 0.36840 -0.94186  0.546
N1 2.82238 -1.77399 -2.69581  -0.002
O1 2.71979 -2.41987 -3.72108  0.012
O2 2.66571 -2.17545 -1.52461  0.034
O3 3.19370 -0.46395 -2.78098  0.096
N2 1.89260 3.04702 -2.20927  -0.002
O4 1.49930 2.11239 -1.29642  0.225
O5 3.06248 3.03715 -2.62749  -0.004
O6 1.00905 3.83980 -2.50990  0.022
N3 -2.42085 -3.85244 2.86576  0.000
O7 -1.40242 -3.82683 3.42402  0.000
O8 -3.37985 -4.37941 3.06297  0.000
O9 -2.50682 -2.90006 1.87918  0.000
N4 -1.39473 -0.10086 -0.84735  0.000
O10 -1.93762 0.12288 -1.87323  0.000
O11 -1.56914 0.39146 0.20198  0.000
O12 -0.66899 -1.18795 -1.06135  -0.001
N5 -4.16343 1.69653 1.28151  0.000
O13 -3.45354 2.39247 2.01261  0.000
O14 -4.75154 0.74917 1.68075  0.000
O15 -4.58756 2.47320 0.44954  0.000
N6 2.72523 0.72278 1.87642  0.000
O16 1.62406 0.50435 1.28689  0.072
O17 2.78620 0.76941 3.08303  0.003
O18 3.69212 0.85379 0.98470  -0.001


The following is a quantum chemistry calculation of a molecular structure, AlBH26O11 at a distorted geometry, from OMol25.

Properties
total charge	+2
electronic energy	-30192.1314	eV
Kohn-Sham gap	0.1236	Ha
highest occupied orbital energy	-17.5	eV
energy above the lowest of the compared OMol25 structures with the same formula, charge and spin	1.700	eV

Last column: natural (NBO) charge in e.
Cartesian coordinates (Å):
Al1 -5.29448 1.35055 1.89838  1.266
B1 -4.82468 3.77797 -0.01865  -0.743
H1 -5.73276 3.36374 -0.61962  0.125
H2 -5.20354 4.24929 0.95158  0.023
H3 -3.93568 3.06474 0.14140  0.039
H4 -4.40662 4.66380 -0.67480  0.205
O1 -7.82833 2.25225 -2.81262  -0.966
H5 -8.53741 2.48498 -3.42450  0.516
H6 -7.16669 2.95700 -2.91541  0.488
O2 -4.55976 4.18392 3.28269  -0.936
H7 -4.99808 5.01888 3.10230  0.482
H8 -3.64077 4.43017 3.45022  0.502
O3 -6.90498 6.79833 1.21627  -0.975
H9 -6.57552 6.59463 2.09800  0.482
H10 -6.75322 7.74771 1.12183  0.502
O4 -7.82048 5.01553 -1.01266  -0.773
H11 -7.82068 5.94489 -0.72830  0.504
H12 -6.98679 4.64733 -0.67979  0.470
O5 -2.28529 1.30772 1.33836  -0.968
H13 -1.93887 1.69552 0.52854  0.485
H14 -1.56361 1.39137 1.97620  0.508
O6 -5.59468 3.91615 -3.37458  -0.773
H15 -5.29346 3.98993 -2.45989  0.476
H16 -5.95052 4.79715 -3.58376  0.510
O7 -2.63734 3.76922 -2.06673  -0.761
H17 -3.26960 3.56297 -1.35580  0.474
H18 -1.87730 3.18387 -1.92055  0.492
O8 -3.68686 6.39054 1.46583  -0.919
H19 -4.08342 5.71542 0.89369  0.461
H20 -3.70091 7.20778 0.95225  0.484
O9 -5.48209 6.48383 -2.01956  -0.880
H21 -5.25274 6.45539 -1.08124  0.471
H22 -5.28292 7.39364 -2.29292  0.509
O10 -7.44725 1.38182 -0.38153  -0.845
H23 -7.38043 1.74739 -1.30177  0.520
H24 -8.37275 1.52396 -0.13692  0.498
O11 -7.56027 3.56119 2.08668  -0.941
H25 -8.51663 3.43964 2.01824  0.502
H26 -7.42704 4.50567 1.94675  0.487


The following is a quantum chemistry calculation of a molecular structure, AlH8O4 at a distorted geometry, from OMol25.

Properties
total charge	+3
electronic energy	-14875.4843	eV
Kohn-Sham gap	0.0581	Ha
highest occupied orbital energy	-21.2	eV
energy above the lowest of the compared OMol25 structures with the same formula, charge and spin	7.106	eV

Last column: natural (NBO) charge in e.
Cartesian coordinates (Å):
Al1 -18.96958 16.14079 -2.79821  1.016
O1 -23.70597 16.36664 -5.36587  -0.546
H1 -24.10837 15.84756 -6.06220  0.510
H2 -24.01211 17.25955 -5.52470  0.506
O2 -19.54578 19.60549 -6.92536  -0.537
H3 -20.35408 19.59966 -7.43806  0.504
H4 -18.95932 20.18762 -7.40850  0.516
O3 -16.83186 20.52962 -0.71170  -0.506
H5 -16.92910 20.72945 0.21936  0.514
H6 -16.79247 21.38571 -1.13805  0.510
O4 -21.33272 11.50927 -4.29157  -0.511
H7 -22.11577 11.42797 -4.83606  0.507
H8 -20.97203 10.62335 -4.25612  0.516


The following is a quantum chemistry calculation of a molecular structure, AlO8S2 at a distorted geometry, from OMol25.

Properties
total charge	-1
electronic energy	-44640.7162	eV
Kohn-Sham gap	0.0618	Ha
highest occupied orbital energy	-4.9	eV
energy above the lowest of the compared OMol25 structures with the same formula, charge and spin	2.767	eV

Last column: natural (NBO) charge in e.
Cartesian coordinates (Å):
Al1 0.11895 0.16280 0.52281  0.989
S1 -2.31364 3.89798 0.63053  2.586
O1 -3.07594 2.69898 0.74005  -0.835
O2 -3.10174 5.07538 0.75661  -0.988
O3 -1.33576 3.78862 1.68415  -0.862
O4 -1.59574 3.75564 -0.59391  -0.883
S2 2.26147 -3.91449 -0.75816  2.535
O5 2.79903 -2.72912 -0.03920  -0.863
O6 0.78251 -3.70734 -0.67293  -0.897
O7 2.66162 -3.89245 -2.11404  -0.854
O8 2.79923 -5.13599 -0.15590  -0.928


Question: Among the records above, which one has the highest energy above the lowest of the compared OMol25 structures with the same formula, charge and spin?
Answer: AlH8O4


Question: Look up the electronic energy of the second one.
Answer: -54763.9186 eV


Question: What is the formula in the second record?
Answer: AgH32O20P